Version A
Formula: C7H12NS2
Source: the OMol25 dataset
Level of theory: ωB97M-V with the def2-TZVPD basis set

Cartesian coordinates (Å):
C  -1.0827  1.9773  -0.6321
C  0.6298  1.7262  1.2124
C  0.8633  0.4690  0.3988
C  -0.2715  -0.6050  0.2093
C  -1.2903  -0.3890  -0.8992
C  1.7399  0.7663  -0.8633
C  0.4279  -2.0099  0.1712
N  -1.4664  0.9332  -1.0804
S  -0.1845  3.0903  0.1716
S  -3.7467  -1.0727  0.3951
H  -0.0140  1.4933  2.0487
H  1.5078  2.2914  1.3133
H  1.5732  -0.2469  1.0599
H  -0.9766  -0.7898  1.1447
H  -1.9016  -1.0395  -1.4608
H  1.4340  1.6709  -1.2756
H  1.6688  -0.1416  -1.5409
H  2.6918  0.8467  -0.3556
H  1.0331  -2.0144  -0.8244
H  -0.3111  -2.7382  0.3886
H  1.1192  -2.1303  0.9112
H  -3.4432  -2.0872  -0.4923

Calculated values
Spin multiplicity: 1
Gap between HOMO and LUMO (spin up / spin down): 5.742 / 5.743 eV
Charge: +1

Version B
Formula: C7H12NS2
Source: the OMol25 dataset
Level of theory: ωB97M-V with the def2-TZVPD basis set

Cartesian coordinates (Å):
C  -2.1077  -0.0306  0.1218
C  -1.6335  1.1904  -0.5271
C  -1.2583  -1.0760  0.2974
C  -0.3564  1.4705  -0.3965
C  0.1541  -0.9374  -0.2908
C  0.6944  0.4682  -0.1980
C  0.0905  -1.2493  -1.8156
N  0.7865  0.5638  2.0795
S  1.4386  -2.1131  0.3030
S  2.3430  0.8278  -0.5358
H  -3.1544  -0.0366  0.3884
H  -2.2975  1.8998  -0.8685
H  -1.4081  -1.9333  0.8888
H  -0.0435  2.4871  -0.5736
H  -0.7566  -0.6311  -2.3923
H  -0.2480  -2.2436  -1.7811
H  0.9719  -1.0981  -2.4330
H  1.7562  0.9525  1.9727
H  1.0320  -0.3172  2.6348
H  0.1229  1.2305  2.5061
H  1.7199  -1.4997  1.4696
H  2.1542  2.0755  -0.8497

Calculated values
Spin multiplicity: 1
Gap between HOMO and LUMO: 8.108 eV
Charge: +1

version B is preferred energetically. Next in line: 400.5 kJ/mol higher.